# 1
125
Properties=species:S:1:pos:R:3:mulliken_charge:R:1 method="wB97M-V/def2-TZVPD" multiplicity=1 charge=0 e_homo_ev=-9.77 homo_lumo_gap_ha=0.36237 relative_energy_kj_mol=277.9 e_lumo_ev=0.093 smiles="C[C@H]1COC(=O)O1.C[C@H]1COC(=O)O1.C[C@H]1COC(=O)O1.C[C@H]1COC(=O)O1.C[C@H]1COC(=O)O1.COC(=O)OC.COC(=O)OC.CCCC#N.CCCC#N.CCCC#N" mol_weight_g_mol=897.92
C -1.09278 1.50211 1.89876 -1.0380
C 0.11856 1.07596 1.15243 1.7790
C -0.03593 -0.16917 0.29533 -0.8168
O 0.45396 0.24685 -1.01254 0.1711
C 0.45596 1.56391 -1.04112 0.6858
O 0.64608 2.23900 -2.10998 -0.6973
O 0.29400 2.02890 0.15709 -0.5020
H -1.70055 0.60057 2.06916 -0.3932
H -1.77150 2.14941 1.25165 0.3258
H -0.99709 1.90331 2.88543 0.4765
H 0.98461 1.19818 1.72905 -0.1934
H -1.08538 -0.18591 0.09089 -0.2590
H 0.37977 -1.00171 0.78029 0.4918
C -3.58902 1.90974 -4.20913 -1.8830
C -2.44505 1.56844 -3.37056 1.0537
C -2.63115 0.39108 -2.46191 0.4840
O -1.60199 -0.49554 -2.73547 -0.3655
C -0.79623 -0.00129 -3.64098 0.5670
O 0.23667 -0.52275 -4.01303 -0.5850
O -1.38619 1.01091 -4.17643 -0.3359
H -3.30837 2.66111 -4.90477 0.4337
H -4.29256 2.44124 -3.56316 0.3773
H -4.18298 1.13369 -4.66007 0.4381
H -2.05690 2.45948 -2.87006 0.1653
H -3.52343 -0.22536 -2.47005 0.1002
H -2.48028 0.66045 -1.44446 -0.5404
C 2.72204 2.45950 -7.43880 -1.3892
C 1.46174 2.18453 -6.58181 0.7738
C 1.27909 3.28258 -5.48574 0.2759
O 0.18632 4.00531 -6.09340 -0.4291
C -0.49081 3.28743 -7.07845 0.7122
O -1.58384 3.70629 -7.54111 -0.6356
O 0.25184 2.25560 -7.34709 -0.3866
H 3.66676 2.17974 -6.90534 0.2944
H 2.81734 3.52629 -7.79282 0.3416
H 2.67732 1.78635 -8.36627 0.3159
H 1.57276 1.28274 -6.10178 0.0699
H 2.13062 3.74588 -5.00362 0.3985
H 0.94686 2.70290 -4.57536 -0.2885
C 2.76735 -2.73296 -0.70548 -0.8940
C 3.74901 -2.31362 0.43398 0.3623
C 3.66308 -0.91670 1.09128 1.1120
O 3.97689 -1.23573 2.44636 -0.3238
C 3.91646 -2.57469 2.65970 0.4959
O 3.98368 -3.10518 3.71534 -0.5751
O 3.69731 -3.20787 1.49241 -0.4476
H 2.19032 -1.87121 -1.21594 -0.1576
H 1.90441 -3.38280 -0.32220 0.4489
H 3.26292 -3.37850 -1.51105 0.2438
H 4.78166 -2.36499 0.13084 0.4037
H 2.61736 -0.62876 1.03504 -0.6041
H 4.35384 -0.21516 0.62712 -0.0279
C 2.37595 1.51218 5.08006 -1.3712
C 2.38657 -0.07272 4.78199 0.5704
C 1.62525 -0.79462 5.87819 -0.7608
O 0.53555 -1.43830 5.30581 -0.3456
C 0.49010 -1.17630 4.01950 0.3076
O -0.25928 -1.85158 3.26367 -0.5214
O 1.55041 -0.41043 3.65371 0.0913
H 2.67150 1.72223 6.07232 0.5367
H 1.30890 1.80434 4.84786 0.2664
H 3.08254 2.08517 4.47079 0.2540
H 3.39256 -0.55692 4.78140 0.2848
H 1.27293 -0.19533 6.68264 0.3830
H 2.16327 -1.60593 6.40280 0.2586
C 2.73988 -2.92174 -4.67645 -0.6666
O 3.36252 -2.34609 -3.57499 -0.2409
C 3.50582 -1.02665 -3.60229 0.7594
O 3.23360 -0.17297 -4.72885 -0.6412
O 4.04129 -0.45070 -2.50871 -0.2398
C 4.12219 1.04423 -2.51341 0.1378
H 2.44598 -3.94485 -4.64371 0.3603
H 3.25953 -2.85471 -5.59542 0.3296
H 1.81379 -2.31607 -4.96319 0.1237
H 4.33961 1.41412 -1.54346 -0.2444
H 3.12294 1.46040 -2.76955 -0.0931
H 4.86890 1.48894 -3.24905 0.3521
C 3.35675 2.28823 1.04087 -0.0702
O 4.58572 2.79941 0.43392 -0.3372
C 5.68242 2.49926 1.04903 0.8725
O 5.72719 1.73730 2.22817 -0.6092
O 6.74046 3.10580 0.58210 -0.3237
C 8.00497 3.00846 1.15488 -0.7059
H 2.56707 3.04329 0.89254 0.3524
H 3.41527 1.87322 2.08088 0.2993
H 2.93373 1.55059 0.42660 -0.4249
H 8.10011 3.32838 2.20654 0.2878
H 8.58876 3.61269 0.48187 0.2962
H 8.47446 2.05851 0.97594 0.3327
C -3.82371 -4.30028 3.82705 -1.1005
C -3.06155 -5.03988 2.67161 -0.5973
C -3.32409 -4.69091 1.27606 -1.0070
C -2.46047 -3.57259 0.84534 0.3607
N -1.80350 -2.65887 0.57548 -0.4941
H -3.20945 -3.50616 4.27523 0.1779
H -3.82955 -5.01051 4.57661 0.4913
H -4.77746 -4.13499 3.48108 0.3238
H -3.57298 -5.97896 2.73873 0.3584
H -2.09533 -5.37680 2.90743 0.5328
H -4.31137 -4.48161 1.05938 0.4326
H -3.28435 -5.45832 0.57621 0.5283
C -4.37862 -0.29817 0.53273 -0.3152
C -5.86352 0.23299 0.40615 -1.1810
C -6.10361 0.77625 -0.95746 -0.4000
C -5.43782 2.00364 -1.11896 0.2654
N -4.89403 3.02574 -1.27559 -0.5776
H -3.51255 0.36212 0.56164 -0.0655
H -4.33940 -1.00669 -0.30974 0.5053
H -4.31003 -0.88413 1.40585 0.1391
H -6.14515 0.98922 1.12225 0.3544
H -6.40260 -0.68949 0.57569 0.5907
H -7.26493 0.84575 -1.06257 0.3786
H -5.79980 0.04976 -1.67515 0.3746
C -5.86104 -1.29155 3.87927 -0.6084
C -4.98206 -0.16003 4.55903 -0.5554
C -3.51334 -0.21825 4.00297 0.9198
C -2.68529 0.48170 4.99745 -0.1080
N -2.06411 1.02058 5.81476 -0.5943
H -5.94904 -1.03023 2.76111 -0.0338
H -6.89858 -1.26720 4.23920 0.4564
H -5.62241 -2.34680 4.06607 0.0313
H -4.97370 -0.40075 5.63768 0.3828
H -5.48134 0.85408 4.41494 0.3170
H -3.56701 0.43707 3.14253 -0.1836
H -3.12000 -1.19617 3.85275 0.0105

# 2
121
Properties=species:S:1:pos:R:3:mulliken_charge:R:1 method="wB97M-V/def2-TZVPD" multiplicity=1 charge=0 e_homo_ev=-9.00 homo_lumo_gap_ha=0.32547 e_lumo_ev=-0.140 smiles="NC(N)(N)C[C@H]1OC(=O)O[C@H]1c1ccccn1.O=C1OC[C@@H](F)O1.O=C1OC[C@@H](F)O1.O=C1OC[C@@H](F)O1.O=C1OC[C@@H](F)O1.O=C1OC[C@@H](F)O1.O=C1OC[C@@H](F)O1.O=C1OC[C@@H](F)O1.O=C1OC[C@@H](F)O1.O=C1OC[C@@H](F)O1" mol_weight_g_mol=1192.71
N 7.16705 0.94967 0.44121 -0.6365
C 6.79373 0.52226 -0.96385 0.3301
N 6.16473 1.75418 -1.58457 -0.5146
N 8.03947 0.09408 -1.64829 -0.5897
C 5.69018 -0.65084 -0.84439 -0.9404
C 4.99596 -1.05276 -2.23534 0.5487
O 4.84190 -2.52314 -2.08121 -0.5289
C 3.65323 -2.59575 -1.26735 0.4802
O 3.47896 -3.08634 -0.14453 -0.5473
O 2.67639 -1.89295 -2.05214 -0.2316
C 3.44197 -0.71701 -2.49384 0.5101
C 2.94272 0.54546 -1.61085 0.1330
C 3.01197 1.92151 -2.30213 -0.6438
C 2.53515 3.15446 -1.45605 -0.6576
C 2.07773 2.86749 0.01731 -0.2512
C 2.10411 1.37431 0.46805 -0.1764
N 2.49519 0.23931 -0.29626 -0.0752
H 7.61046 0.17372 0.95325 0.2647
H 6.32859 1.24114 0.96402 0.1497
H 5.39378 1.98523 -0.92070 0.0629
H 6.82946 2.54672 -1.45499 0.3836
H 8.59969 0.96204 -1.75965 0.3235
H 7.80760 -0.23814 -2.60373 0.3356
H 4.97024 -0.33469 -0.01849 0.1804
H 6.21622 -1.60426 -0.45573 0.4026
H 5.73362 -0.93813 -3.09504 0.1124
H 3.40446 -0.58407 -3.64121 0.2722
H 3.36055 2.09906 -3.37909 0.3580
H 2.51107 4.22057 -1.85175 0.3400
H 1.73486 3.66684 0.74481 0.4242
H 1.76772 1.16687 1.54768 0.1725
C -1.08892 -1.64387 0.91649 0.1249
C -1.62785 -0.29062 1.25275 0.7794
O -2.35863 0.06539 0.09539 -0.2632
C -2.78389 -1.11260 -0.44003 0.7302
O -3.64694 -1.20433 -1.26435 -0.5929
O -2.11056 -2.17748 0.08345 -0.3626
F -0.62308 0.60329 1.41901 -0.1831
H -0.14989 -1.59710 0.35644 0.0617
H -0.93880 -2.26410 1.80085 0.2235
H -2.28820 -0.27308 2.12299 -0.5273
C 3.74031 2.08937 5.10848 -0.4820
C 4.50617 2.39169 3.86218 0.3102
O 3.51112 2.38792 2.85618 -0.1246
C 2.36193 2.76920 3.48859 0.4645
O 1.37195 3.13321 2.92418 -0.3556
O 2.48065 2.68965 4.84375 -0.3510
F 5.39758 1.40961 3.58801 -0.2929
H 3.60465 1.01627 5.27043 0.2840
H 4.20264 2.52237 5.99662 0.2982
H 5.01340 3.36076 3.87199 0.2640
C -5.56131 2.18422 1.13250 -0.2964
C -4.76351 3.42447 0.89487 0.3730
O -3.98830 3.54276 2.07069 -0.3289
C -3.81096 2.26700 2.51362 0.6989
O -2.98870 1.94729 3.32461 -0.5571
O -4.67286 1.40029 1.91803 -0.2945
F -5.56872 4.51145 0.80022 -0.3907
H -6.47534 2.37178 1.69781 0.1067
H -5.82216 1.67275 0.20533 0.2709
H -4.10482 3.37427 0.02407 0.3966
C -7.47142 0.50215 4.69886 -0.4109
C -8.75128 -0.25581 4.54508 0.3245
O -9.32328 0.30879 3.38196 -0.3376
C -8.26971 0.72463 2.62567 0.6192
O -8.34339 1.00471 1.46345 -0.5008
O -7.11778 0.77547 3.35106 -0.1468
F -9.58209 -0.02548 5.58986 -0.2962
H -7.60179 1.44444 5.23861 0.2762
H -6.69695 -0.08307 5.19689 0.2053
H -8.62225 -1.33294 4.40512 0.2829
C -1.84669 -1.95093 6.26972 -0.5055
C -1.07881 -1.64250 5.02403 0.2784
O -2.07383 -1.65216 4.01960 -0.1259
C -3.22523 -1.27541 4.64830 0.4799
O -4.21236 -0.91262 4.08016 -0.4341
O -3.10941 -1.35732 6.00329 -0.3268
F -0.18183 -2.62031 4.75077 -0.3126
H -1.97658 -3.02505 6.42963 0.2867
H -1.38893 -1.51671 7.15964 0.2973
H -0.57626 -0.67082 5.03393 0.3317
C -1.39816 -2.70617 -4.20844 0.0087
C -0.22525 -3.57210 -4.54175 0.5552
O 0.31300 -2.95534 -5.69628 -0.3215
C 0.00025 -1.63337 -5.57833 0.5736
O 0.51167 -0.75917 -6.21647 -0.5393
O -0.96096 -1.42471 -4.63768 -0.3181
F -0.62157 -4.82567 -4.86762 -0.3134
H -2.29998 -2.98575 -4.75984 0.2791
H -1.62618 -2.70571 -3.14171 -0.1008
H 0.53805 -3.61696 -3.75901 0.2118
C 3.90875 -2.15299 -6.24661 -0.1237
C 4.93106 -3.10183 -6.78280 0.3872
O 5.88645 -2.24294 -7.37506 -0.3348
C 5.82270 -1.08217 -6.66262 0.6010
O 6.65824 -0.22737 -6.69334 -0.5376
O 4.69176 -1.01969 -5.90316 -0.2868
F 4.40370 -3.89155 -7.74787 -0.2898
H 3.16450 -1.86592 -6.99472 0.2248
H 3.39103 -2.55007 -5.37173 0.0476
H 5.41444 -3.72099 -6.02121 0.3138
C -3.60621 -6.93604 -1.93135 -0.4612
C -2.93776 -5.59980 -1.86565 0.3822
O -3.35180 -4.97210 -3.06173 -0.1623
C -4.57382 -5.50580 -3.34718 0.5693
O -5.34691 -5.03347 -4.12575 -0.5115
O -4.80755 -6.64085 -2.62912 -0.3222
F -1.58847 -5.72841 -1.89120 -0.3039
H -3.02697 -7.66960 -2.49931 0.2897
H -3.81723 -7.34545 -0.94236 0.2822
H -3.23539 -4.98907 -1.00812 0.2377
C -2.91779 6.74271 1.81756 -0.3031
C -1.88381 5.80523 1.28187 0.4931
O -0.93137 6.67146 0.69935 -0.3344
C -1.00691 7.82804 1.41655 0.5401
O -0.17682 8.68839 1.39307 -0.5168
O -2.14186 7.88003 2.17029 -0.3422
F -2.40102 5.01675 0.30793 -0.3185
H -3.65921 7.02730 1.06545 0.2826
H -3.43778 6.33689 2.68628 0.2338
H -1.40072 5.18641 2.04368 0.2680

# 3
106
Properties=species:S:1:pos:R:3:mulliken_charge:R:1 method="wB97M-V/def2-TZVPD" multiplicity=1 charge=-1 e_homo_ev=-5.87 homo_lumo_gap_ha=0.28994 relative_energy_kj_mol=0.0 e_lumo_ev=2.018 mol_weight_g_mol=882.65
Sn -0.87451 0.05227 0.05532 0.5657
O 0.47531 0.43012 3.96319 -0.6768
C 0.34924 0.36550 2.76302 0.2994
O -0.69837 -0.09896 2.14107 -0.0679
C 1.47150 0.88773 1.80500 0.1146
O 2.35479 1.62500 2.20591 -0.7138
O 1.33875 0.46923 0.58465 -0.7968
C -3.04900 1.06129 4.41390 -1.6507
C -3.57656 -0.02903 3.48293 1.2745
C -4.37223 -1.07592 4.26924 -1.6887
C -4.42555 0.52132 2.35419 0.8718
C -5.45840 1.40768 2.64361 -0.6140
C -6.29565 1.88701 1.65354 -1.5524
C -6.12369 1.45474 0.34914 -1.1331
C -5.10698 0.56855 0.00387 0.6126
C -5.06958 0.08669 -1.43930 0.4827
C -5.58748 -1.35038 -1.56519 -1.4335
C -3.73595 0.23513 -2.17040 -1.1214
C -4.24264 0.12389 1.01970 -0.3746
N -3.12231 -0.68546 0.68141 1.7155
C -3.14218 -1.95775 0.85548 -0.1399
C -2.02254 -2.76786 0.52085 -0.0602
C -1.94338 -4.15485 0.50037 -1.8078
C -0.67431 -4.46256 0.00517 -0.6886
C -0.03571 -3.24684 -0.27096 -0.7343
N -0.85171 -2.21348 0.04198 0.7191
C 1.37567 -3.07896 -0.78550 3.0336
C 1.82853 -4.36274 -1.48505 -2.3359
C 1.46070 -1.92854 -1.79354 -1.3426
C 2.31594 -2.80026 0.39580 -1.5014
H -2.32270 0.63142 5.10476 0.4402
H -3.85091 1.51832 5.00128 0.4265
H -2.54495 1.83669 3.83944 0.1567
H -2.70466 -0.51310 3.05209 -0.2652
H -5.25859 -0.62901 4.72818 0.3308
H -3.75456 -1.49866 5.06400 0.4506
H -4.70858 -1.89356 3.62708 0.3164
H -5.60101 1.72846 3.66816 0.3734
H -7.08708 2.58522 1.89616 0.3573
H -6.79457 1.80591 -0.42708 0.3774
H -5.78545 0.72688 -1.96378 0.5550
H -4.88954 -2.05780 -1.11540 0.2047
H -5.69824 -1.62259 -2.61741 0.4568
H -6.55575 -1.46480 -1.07547 0.3352
H -3.03426 -0.55027 -1.89067 0.0160
H -3.26352 1.19769 -1.96932 0.1891
H -3.90089 0.15659 -3.24763 0.5379
H -4.03517 -2.45773 1.23839 0.3771
H -2.72066 -4.83781 0.80760 0.5028
H -0.26072 -5.44547 -0.14733 0.4369
H 1.16304 -4.61438 -2.31352 0.4196
H 1.85170 -5.20717 -0.79516 0.4347
H 2.83763 -4.22815 -1.88043 0.4434
H 0.73627 -2.06462 -2.59978 0.3909
H 2.46415 -1.89961 -2.22922 0.5281
H 1.28937 -0.96315 -1.31496 -0.1183
H 2.28875 -3.62527 1.11011 0.3905
H 2.02490 -1.88906 0.91181 0.0897
H 3.34484 -2.68179 0.04305 0.3445
N 3.56457 3.87400 -3.00958 -0.4066
C 4.86280 3.23710 -2.74990 0.5041
C 5.06582 3.10945 -1.23410 -1.6532
C 4.13416 2.08467 -0.60128 -0.1393
N 2.71994 2.58728 -0.64077 0.6080
C 4.24482 0.72761 -1.29752 -0.5842
C 4.04741 0.78928 -2.81507 0.4697
N 2.62775 1.02114 -3.12053 -0.4177
C 4.94426 1.86833 -3.42559 -2.0973
H 3.55411 4.76963 -2.51312 -0.2380
H 2.61505 3.40522 -0.04006 0.4118
H 3.48193 4.12093 -3.99022 0.3026
H 5.68519 3.85170 -3.13918 0.4912
H 4.94436 4.09051 -0.76909 0.4165
H 6.09110 2.78143 -1.04172 0.5742
H 4.35104 1.95316 0.45750 0.6999
H 2.08868 1.83837 -0.30625 -0.4644
H 2.52534 2.87113 -1.62068 0.6643
H 3.53289 0.03033 -0.85296 -0.3477
H 5.24710 0.34247 -1.08625 0.5769
H 4.37746 -0.17322 -3.22901 0.4365
H 2.11533 0.14942 -3.16130 0.1628
H 2.51002 1.50445 -4.00106 0.2424
H 4.72009 1.96959 -4.49326 0.5025
H 5.97929 1.51765 -3.35949 0.4750
O 3.51308 6.93079 -3.24988 -0.7336
S 3.38595 7.21723 -1.82886 1.3382
O 3.90502 6.13996 -0.98771 -0.6639
O 3.76556 8.54395 -1.41295 -0.7570
C 1.58510 7.14184 -1.58842 0.0773
N 0.88648 8.13898 -2.12629 -0.5083
C -0.42925 8.07302 -1.98843 -0.3624
C -1.06067 7.04068 -1.31581 -0.9453
C -0.23878 6.05649 -0.78682 0.1369
N 1.08627 6.10311 -0.92799 -0.1460
C -0.78482 4.93627 0.01832 1.5423
C -2.04130 4.38942 -0.22284 -1.1520
C -2.49159 3.36449 0.59377 -0.1801
N -1.78553 2.87850 1.61254 0.0370
C -0.58906 3.41546 1.84879 -0.6351
C -0.04300 4.42705 1.07642 -0.7399
H -1.00282 8.88521 -2.42405 0.4097
H -2.13256 7.02444 -1.18177 0.4496
H -2.65079 4.73185 -1.04896 0.4928
H -3.45970 2.90027 0.42041 0.1882
H -0.03700 3.01213 2.69146 0.6601
H 0.93258 4.83699 1.30266 0.5478